120
Properties=species:S:1:pos:R:3 method="wB97M-V/def2-TZVPD" homo_ev=-8.0 total_charge=0 homo_lumo_gap_ev=7.454 total_energy_ev=-2906762.2327
Br -8.3618 0.3526 2.1833
Br -2.1157 7.0654 8.2786
C 1.4722 7.7284 -3.6023
C 4.3541 -2.7174 2.2169
C 0.5512 -2.5742 -3.3664
H 2.9721 -3.2599 -1.8302
O -4.6307 -0.1445 -1.7009
Br -10.5718 7.1325 3.4721
Br 2.8311 1.6646 4.3248
H 0.1205 -3.3956 -1.3518
H -3.1331 0.0411 -3.5028
Br -3.4312 4.5576 5.0883
H -6.0071 -2.2927 -0.9982
H 2.5402 -5.2828 -3.5805
H -4.7241 -1.5246 -3.5815
H 3.1461 -2.6308 -3.7570
O 0.1795 -0.1404 -0.1344
H -4.4390 -4.7632 -4.8122
Br -5.5387 0.4011 5.5547
C -4.7527 5.4204 6.1944
Br -12.1638 5.5723 1.1849
Br -1.0046 4.1360 8.8958
Br 8.7368 -0.3011 1.2013
N -1.7714 -1.7337 -0.8736
H 1.6650 -3.7141 -4.8907
Br 5.3455 -3.7873 0.9577
H -6.5768 1.4852 0.8956
H 3.2645 0.4184 -3.6760
C -7.4249 1.8680 1.4458
H 2.3197 4.7048 -1.4255
H 8.3218 0.2455 -1.1669
Br 11.3101 1.0368 -1.6065
Br -5.2460 4.3478 7.7175
Br 12.3944 2.4495 1.0373
C -5.6551 -3.1186 -1.5985
H -6.2192 -3.9849 -1.2572
Br 1.1024 -6.1602 -0.2426
C -7.2055 0.0720 6.4650
O -0.7866 -2.0500 -3.4791
H 3.7647 -3.3962 2.8127
Br 12.9072 -0.6635 0.5650
H -0.4811 1.2820 -2.1354
O -1.1535 0.5973 -2.2156
P -3.8325 -0.8809 -2.6957
C 0.4483 -5.1185 -3.8898
H 0.1978 6.2787 8.6479
Br -6.7412 3.0011 2.8539
C 2.8605 -1.6640 -4.1394
H 0.6919 0.4898 -0.6331
Br -8.5167 1.4374 6.0950
H 2.3224 -2.2263 -0.4552
H -1.5153 -3.8396 -2.6141
C 1.7059 3.8334 -1.6039
Br 1.8163 4.0925 2.5342
Br 8.2694 -2.2190 -1.3033
C 2.5152 -7.4095 0.1307
C 2.9079 3.5643 4.0311
H 0.0557 -5.1930 -2.8808
Br 0.5728 -0.3899 -5.2400
Br -0.0500 4.2193 -0.9112
Br 2.0997 -9.1752 -0.5206
H 0.0035 -3.5200 -5.2161
C -0.6286 5.8501 8.1030
H 6.0274 4.2638 7.1268
H 1.6967 -6.7700 -3.1936
P -3.9028 -3.4817 -1.1701
F 1.9878 -6.3898 -5.1579
C 7.8929 -0.5005 -0.5158
H 4.1697 -0.7764 -2.7091
H -4.2729 6.3079 6.5775
Br 5.9984 1.7971 7.0071
P -1.3157 -0.1082 -0.7796
H -4.3657 -5.2914 -2.2415
Br 4.7198 4.2003 3.8452
C 12.6936 1.0615 -0.2648
C -1.8111 -2.9064 -3.0752
H 1.4051 -0.6256 -2.8961
O -2.7467 -1.9295 -5.5103
H 4.6191 -0.4426 -4.3805
Br 6.4581 3.7364 9.5005
H -0.2431 -5.6507 -4.5322
H 13.6193 1.2904 -0.7687
Br 4.2180 -6.7906 -0.5313
C 5.6093 3.5179 7.7850
C -2.7194 -2.1823 -1.9949
C 1.7312 -5.9414 -3.8890
C 1.4286 -1.3342 -3.7035
N -4.3207 -3.8406 -4.4250
C 3.7912 -0.5250 -3.6902
Br -6.3151 5.9895 5.2162
H 0.9509 7.2139 -2.8090
P -2.6820 -3.3767 -4.6945
C 0.6980 -3.6913 -4.4039
O -3.5488 -4.9758 -1.8493
S -2.3402 1.0096 0.4274
H -5.8842 -2.9993 -2.6468
Br -0.0708 5.6748 6.2682
H 2.8712 -1.6538 -5.2181
Br 3.3499 7.3226 -3.4041
C 2.1014 -2.8158 -1.3575
Br 2.5235 2.3626 -0.6685
H -7.0004 0.1119 7.5229
H -9.7368 5.7138 1.6274
Br -10.3454 3.9611 3.2477
C -10.5839 5.6090 2.2890
H 2.4938 4.0350 4.9109
Br -7.8883 -1.6920 6.0863
H -4.8988 -3.2375 -4.9984
Br 1.1255 9.6096 -3.3802
Br 1.6762 3.5369 -3.5057
Br 5.5112 -1.7586 3.4247
H 2.5999 -7.4778 1.2040
Br 3.7112 3.8498 7.8841
C 0.9087 -2.9467 -1.9370
Br 3.1282 -1.5245 1.3239
Br -8.5104 2.8522 0.1857
Cl -1.9852 -2.3363 0.7186
H -2.0768 -2.0392 -6.1817
Br 0.7643 7.0652 -5.2679
Br 5.9979 -0.1545 -0.4257